# 1
13
Properties=species:S:1:pos:R:3:forces:R:3 method="wB97M-V/def2-TZVPD" relative_energy_ev=4.2537 energy_ha=-394.8112 gap_ha=0.322 smiles="[H]/N=C1/NNC(=O)C1=C"
C -0.14458 1.87524 0.21122 -3.1 -1.1 -0.3
C -0.08965 0.55461 -0.04849 1.0 1.9 -0.1
C 1.00370 -0.33402 -0.11438 -2.1 -2.9 1.0
C -1.20226 -0.28132 -0.20551 -3.2 1.1 3.3
H 0.78009 2.41343 0.21315 0.1 0.7 0.4
H -1.27742 2.29561 0.36534 3.3 -0.7 -0.5
H 2.36739 0.99544 -0.42389 -0.6 -2.7 0.5
H 0.79104 -2.26077 0.91267 -0.8 0.7 -0.7
H -1.51278 -2.01582 -0.60984 -1.1 -2.7 -2.1
N 2.17228 -0.07591 -0.26266 4.9 2.1 -0.9
N 0.38810 -1.79240 0.07897 3.1 1.5 -0.8
N -1.00275 -1.62095 0.09887 1.3 2.4 1.5
O -2.27315 0.24686 -0.21546 -2.9 -0.2 -1.4

# 2
59
Properties=species:S:1:pos:R:3:forces:R:3 method="wB97M-V/def2-TZVPD" multiplicity=3 energy_ha=-3344.6892 gap_ha="0.216 / 0.222" s_squared=2.010 total_charge=-1
Ni -0.04470 -0.00734 0.01724 -1.1 0.5 -0.9
F -1.23934 2.33103 -4.72624 0.0 0.1 -0.1
C -1.63487 1.65244 -3.62505 0.0 -0.1 0.2
C -0.70964 1.29549 -2.67230 0.2 0.0 0.1
C -1.10637 0.59978 -1.52902 -0.7 -0.1 -0.2
C -2.47931 0.26836 -1.38729 0.3 0.2 -0.2
C -3.36895 0.65472 -2.38678 0.0 0.0 0.0
F -4.69925 0.36342 -2.30777 0.0 0.0 0.0
C -2.98004 1.34613 -3.51058 0.0 0.1 -0.1
C -2.83847 -0.47040 -0.16681 0.1 0.0 0.1
C -4.12474 -0.89375 0.17895 -0.2 -0.1 0.1
C -4.33769 -1.57762 1.36032 0.2 0.0 0.0
C -3.25863 -1.84088 2.19398 -0.2 0.0 0.0
C -2.01523 -1.40022 1.79231 0.2 0.0 0.1
N -1.79699 -0.73697 0.65866 -0.6 -0.3 0.0
H 0.33158 1.56324 -2.81566 0.0 0.0 0.0
H -3.69551 1.63303 -4.26751 0.0 0.0 0.0
H -4.95692 -0.69132 -0.47384 0.1 0.0 0.0
H -5.33320 -1.90431 1.63247 0.0 0.0 0.0
H -3.37774 -2.37363 3.12681 0.0 0.0 0.0
H -1.14180 -1.58345 2.40818 0.0 0.0 0.0
C 1.21733 3.95566 2.69077 0.0 -0.2 -0.2
Si 0.19257 2.77129 1.60694 -0.3 0.1 -0.1
C -1.22755 2.21080 2.74606 0.1 0.1 -0.2
C -0.61364 3.81665 0.25035 0.0 -0.1 0.3
N 0.92055 1.44036 0.84405 0.1 -0.1 0.4
C 2.10359 0.74389 0.97708 1.3 -0.1 0.4
C 3.16559 1.25561 1.75686 -0.4 0.0 -0.2
C 4.40390 0.65368 1.87837 0.2 -0.2 0.0
C 4.63823 -0.54669 1.22421 0.2 0.1 0.2
C 3.62346 -1.10659 0.47211 -0.5 0.1 -0.2
C 2.34902 -0.52240 0.28947 1.3 0.1 0.4
N 1.41505 -1.11733 -0.53700 -0.2 -0.2 0.5
Si 1.43620 -2.65047 -1.27705 -0.1 0.1 -0.1
C 1.77769 -4.13740 -0.13335 0.0 0.2 -0.1
C -0.30150 -2.94689 -1.95966 0.2 0.0 0.0
C 2.64775 -2.72364 -2.73768 -0.1 -0.1 0.2
H 0.57214 4.77513 3.02024 0.0 0.0 0.0
H 2.06064 4.39209 2.15001 0.0 0.0 0.0
H 1.60965 3.46293 3.58353 0.0 0.0 0.0
H -1.75367 3.08085 3.15175 0.0 0.0 0.0
H -0.88359 1.60092 3.58522 0.1 0.0 0.0
H -1.94743 1.62027 2.17316 0.0 0.0 0.0
H -1.15225 4.67020 0.67430 0.0 0.0 0.0
H -1.32538 3.19541 -0.29869 0.0 0.0 0.0
H 0.11708 4.19079 -0.46932 0.0 0.0 0.0
H 2.98611 2.19797 2.25859 0.0 0.0 0.0
H 5.18768 1.12177 2.46397 -0.1 0.0 0.0
H 5.60629 -1.03172 1.28711 0.0 0.0 0.0
H 3.80700 -2.03968 -0.05062 0.1 0.0 0.0
H 1.05319 -4.14855 0.68551 0.0 0.0 0.0
H 2.77440 -4.13197 0.31137 0.0 0.0 0.0
H 1.66206 -5.07181 -0.69063 0.0 0.0 0.0
H -1.02899 -3.00751 -1.14595 0.0 0.0 0.0
H -0.34376 -3.87999 -2.52929 0.0 0.0 0.0
H -0.60252 -2.12261 -2.61033 0.0 0.0 0.0
H 3.69188 -2.64314 -2.42860 0.0 0.0 0.0
H 2.44082 -1.89636 -3.42030 0.0 0.0 0.0
H 2.52821 -3.65928 -3.29264 0.0 0.0 0.0

# 3
24
Properties=species:S:1:pos:R:3:forces:R:3 method="wB97M-V/def2-TZVPD" relative_energy_ev=0.6498 energy_ha=-497.0336 gap_ha=0.375 smiles="CNC(C)=O.CNC(C)=O"
C -0.61961 -0.17959 2.51793 -1.1 -0.1 -0.2
C 1.91170 1.86674 0.61150 0.4 0.8 -0.8
C 0.65695 0.17606 1.79996 -0.6 -0.5 -0.5
O 1.58645 -0.60873 1.75043 0.3 0.1 0.2
N 0.65616 1.31606 1.06017 0.4 0.1 0.4
H -1.44903 -0.30070 1.80127 0.4 0.1 -0.1
H -0.11649 1.95603 1.11910 -0.1 -0.1 0.2
H 2.60792 2.16259 1.40165 -0.3 -0.1 0.2
H 2.48645 1.23618 -0.05616 -0.2 -0.6 0.1
H -0.52171 -1.14927 2.99107 0.3 0.0 0.2
H -1.00865 0.55061 3.23170 0.4 0.1 0.0
H 1.68064 2.74177 0.00220 0.0 0.1 0.2
C -2.10424 -1.78465 -0.78135 -0.4 0.0 0.0
C 0.83202 0.14645 -2.17044 0.8 -0.2 -0.9
C -0.54195 -0.44169 -2.08217 0.2 -0.3 0.3
O -1.38274 -0.22878 -2.93274 -0.2 0.1 -0.2
N -0.79130 -1.22635 -1.00054 -0.2 -0.2 0.2
H -0.12527 -1.32853 -0.25229 0.3 0.1 -0.3
H -2.21076 -2.80605 -1.13677 0.2 -0.2 -0.1
H 1.59817 -0.25314 -1.50962 -0.4 0.3 0.7
H -2.33091 -1.78513 0.28867 -0.1 0.1 -0.2
H -2.82994 -1.19469 -1.34197 0.0 0.1 0.2
H 1.27411 -0.09268 -3.14024 -0.5 0.0 -0.3
H 0.74203 1.22748 -2.17138 0.2 0.1 0.4

Please write out number 1 again, unchanged.
13
Properties=species:S:1:pos:R:3:forces:R:3 method="wB97M-V/def2-TZVPD" relative_energy_ev=4.2537 energy_ha=-394.8112 gap_ha=0.322 smiles="[H]/N=C1/NNC(=O)C1=C"
C -0.14458 1.87524 0.21122 -3.1 -1.1 -0.3
C -0.08965 0.55461 -0.04849 1.0 1.9 -0.1
C 1.00370 -0.33402 -0.11438 -2.1 -2.9 1.0
C -1.20226 -0.28132 -0.20551 -3.2 1.1 3.3
H 0.78009 2.41343 0.21315 0.1 0.7 0.4
H -1.27742 2.29561 0.36534 3.3 -0.7 -0.5
H 2.36739 0.99544 -0.42389 -0.6 -2.7 0.5
H 0.79104 -2.26077 0.91267 -0.8 0.7 -0.7
H -1.51278 -2.01582 -0.60984 -1.1 -2.7 -2.1
N 2.17228 -0.07591 -0.26266 4.9 2.1 -0.9
N 0.38810 -1.79240 0.07897 3.1 1.5 -0.8
N -1.00275 -1.62095 0.09887 1.3 2.4 1.5
O -2.27315 0.24686 -0.21546 -2.9 -0.2 -1.4